(1)
DFT (wB97M-V/def2-TZVPD) results for a structure of composition C40H36ClIKN4O in a non-equilibrium geometry.

Element x y z (Å)
K 0.923 -2.415 0.106
C 0.155 -4.463 4.031
C 1.411 -4.300 4.596
C 2.182 -3.226 4.212
C 1.696 -2.316 3.264
N 0.488 -2.496 2.711
C -0.248 -3.534 3.089
C 2.503 -1.131 2.861
C 3.149 -0.457 3.900
C 3.920 0.657 3.634
C 4.045 1.076 2.316
C 3.393 0.383 1.308
C 2.582 -0.749 1.503
H -0.485 -5.292 4.292
H 1.787 -5.013 5.319
H 3.175 -3.084 4.617
H -1.214 -3.627 2.610
H 3.020 -0.782 4.928
H 4.408 1.195 4.438
H 4.646 1.950 2.086
H 3.521 0.770 0.298
C -1.720 2.746 -4.268
C -2.331 2.386 -2.946
C -3.536 2.939 -2.534
C -4.108 2.573 -1.327
C -3.476 1.637 -0.525
C -2.268 1.066 -0.900
C -1.588 0.037 -0.061
C -1.697 1.466 -2.109
N -0.524 0.832 -2.564
C 0.619 1.150 -2.138
C 1.827 0.441 -2.646
C 0.904 2.225 -1.122
C 0.806 3.645 -1.622
N 1.206 1.814 0.039
C 1.635 2.656 1.082
C 2.891 3.273 1.070
C 3.863 3.143 -0.072
C 3.269 4.020 2.182
C 2.439 4.149 3.278
C 1.212 3.505 3.283
C 0.802 2.745 2.203
C -0.494 1.997 2.219
H -2.440 3.274 -4.891
H -1.390 1.850 -4.792
H -0.840 3.383 -4.157
H -4.032 3.655 -3.177
H -5.044 3.014 -1.013
H -3.922 1.339 0.414
H -2.091 -0.074 0.896
H -0.551 0.302 0.132
H -1.600 -0.922 -0.578
H 1.527 -0.354 -3.325
H 2.376 0.027 -1.802
H 2.489 1.138 -3.162
H 1.284 3.743 -2.598
H 1.249 4.348 -0.925
H -0.250 3.894 -1.745
H 3.550 2.401 -0.801
H 4.841 2.840 0.303
H 3.990 4.098 -0.590
H 4.241 4.493 2.182
H 2.754 4.728 4.134
H 0.566 3.578 4.147
H -1.046 2.202 3.136
H -0.306 0.925 2.154
H -1.125 2.262 1.367
Cl -5.383 -6.145 -2.828
C -3.860 -5.472 -2.284
C -3.091 -6.180 -1.403
C -1.875 -5.670 -0.958
I -0.735 -6.777 0.398
C -1.351 -4.435 -1.364
O -0.256 -3.966 -0.978
C -2.203 -3.694 -2.293
N -1.735 -2.495 -2.684
C -2.441 -1.782 -3.521
C -3.679 -2.199 -4.038
C -4.176 -3.409 -3.650
C -3.438 -4.207 -2.750
H -3.432 -7.145 -1.052
H -2.020 -0.829 -3.803
H -4.221 -1.565 -4.723
H -5.127 -3.768 -4.018

Energy relative to the best compared isomer or geometry (same formula, charge and spin) = 17.3 kcal per mole
HOMO-LUMO gap = 6.3 eV
Energy = -3198.00466 a.u.
Charge = -1
Molecular weight = 790.2 u

(2)
DFT (wB97M-V/def2-TZVPD) results for a cluster of 9 separate species, C13H37FN3O13P2 in total in a non-equilibrium geometry.

Element x y z (Å)
C 2.732 0.124 4.138
C 2.184 0.110 2.820
C 1.465 -0.522 1.448
N 0.038 -1.075 1.289
C -0.747 -0.960 2.550
C -2.191 -1.694 2.634
C -3.319 -0.570 2.121
F -3.383 0.557 3.119
C -0.201 -1.549 -0.113
P -1.843 -2.262 -0.753
N -1.613 -3.839 -1.610
O -2.429 -1.113 -1.938
C 1.159 -1.317 -0.997
P 1.595 -1.651 -2.825
O 1.928 -0.087 -3.596
O 0.346 -2.518 -3.675
N 2.045 -0.688 0.060
C 3.443 -0.234 -0.304
C 3.438 1.386 -0.721
O 2.560 2.203 0.130
C 1.232 2.415 -0.459
O 0.728 1.833 -1.548
C 0.207 3.456 0.349
C -1.371 2.938 0.323
H 3.179 0.016 5.240
H -0.860 0.190 2.813
H -0.075 -1.410 3.429
H -2.293 -2.717 2.073
H -2.441 -1.849 3.790
H -4.390 -1.058 2.087
H -3.021 -0.075 1.091
H -2.437 -4.442 -1.328
H -1.805 -3.634 -2.636
H -1.627 -0.868 -2.515
H 1.034 0.382 -3.742
H -0.035 -1.874 -4.363
H 3.979 -0.902 -1.111
H 4.093 -0.299 0.695
H 3.299 1.553 -1.878
H 4.551 1.749 -0.485
H 0.539 3.370 1.491
H 0.264 4.554 -0.058
H -2.056 3.751 -0.215
H -1.791 2.868 1.437
H -1.505 1.874 -0.151
O 5.804 -1.601 0.084
H 6.116 -1.987 -0.748
H 5.421 -2.352 0.562
O -3.276 -4.723 0.720
H -3.509 -5.630 0.970
H -2.308 -4.732 0.680
O 1.721 6.531 -0.144
H 2.452 6.009 0.219
H 2.160 7.212 -0.675
O -1.289 -3.861 -5.475
H -0.974 -4.521 -6.111
H -0.549 -3.758 -4.858
O 8.181 -3.006 1.362
H 7.886 -2.090 1.251
H 7.876 -3.244 2.250
O -3.644 0.742 -3.934
H -3.793 1.505 -3.355
H -3.206 0.095 -3.361
O -5.609 2.576 2.947
H -4.877 2.055 3.310
H -5.170 3.257 2.416
O -4.544 4.762 1.203
H -4.043 5.518 1.542
H -5.429 5.122 1.040

HOMO-LUMO gap = 7.3 eV
Energy = -2441.80061 a.u.
Charge = +1
Molecular weight = 524.4 u

(3)
DFT (wB97M-V/def2-TZVPD) results for the ion CH5N4O2 with charge -1 in a non-equilibrium geometry.

Element x y z (Å)
N -0.883 1.154 1.199
N -1.295 -0.109 0.459
N -0.274 -0.774 -0.252
N -0.199 -0.383 -1.622
C 1.080 -0.585 0.463
O 1.986 -0.097 -0.262
O 1.113 -1.007 1.650
H -0.386 0.692 1.942
H -0.123 1.751 0.760
H -1.772 0.208 -0.376
H 0.341 -1.250 -2.025
H 0.411 0.401 -1.935

SMILES = NNN(N)C(=O)[O-]
Energy relative to the best compared isomer or geometry (same formula, charge and spin) = 11.0 kcal per mole
HOMO-LUMO gap = 8.6 eV
Energy = -410.57324 a.u.
Charge = -1
Molecular weight = 105.1 u

(4)
DFT (wB97M-V/def2-TZVPD) results for an isolated molecule of C3H4O2 in a non-equilibrium geometry.

Element x y z (Å)
C -0.502 0.462 -1.513
C 0.720 -0.113 -1.038
C 0.198 -0.346 1.232
O -1.337 0.034 -2.250
O 1.153 -0.286 0.182
H -0.178 1.650 -1.311
H 0.743 -0.652 2.166
H -0.497 -1.301 1.056
H -0.301 0.551 1.475

Energy relative to the best compared isomer or geometry (same formula, charge and spin) = 102.9 kcal per mole
HOMO-LUMO gap = 8.7 eV
Energy = -267.02874 a.u.
Molecular weight = 72.1 u

(5)
DFT (wB97M-V/def2-TZVPD) results for the ion C12H14NO2 with charge -1 in a non-equilibrium geometry.

Element x y z (Å)
C -3.200 0.493 0.464
C -2.966 1.698 -0.191
C -2.202 -0.375 0.743
C -1.635 2.174 -0.452
C -0.917 -0.023 0.406
C -0.727 1.195 -0.222
C 2.706 0.655 0.474
C 0.224 -1.021 0.465
C 1.482 0.456 -0.512
C 0.094 -2.265 -0.376
C 0.658 -1.346 1.881
C 1.989 0.121 -1.982
N 0.615 1.552 -0.516
O 2.747 1.768 0.979
O 3.573 -0.254 0.471
H -4.189 0.253 0.870
H -3.724 2.365 -0.686
H -2.592 -1.175 1.397
H -1.499 2.985 -1.150
H -0.044 -2.081 -1.447
H -0.749 -2.865 -0.065
H 1.055 -2.618 -0.227
H 0.812 -0.418 2.332
H 1.517 -1.973 1.797
H -0.187 -1.846 2.478
H 2.553 0.925 -2.305
H 1.120 0.118 -2.806
H 2.518 -0.761 -1.936
H 0.970 2.265 0.114

Energy relative to the best compared isomer or geometry (same formula, charge and spin) = 78.2 kcal per mole
HOMO-LUMO gap = 7.5 eV
Energy = -670.86842 a.u.
Charge = -1
Molecular weight = 204.2 u

(6)
DFT (wB97M-V/def2-TZVPD) results for a structure of composition C5H4CuO4 in a non-equilibrium geometry.

Element x y z (Å)
C 0.940 1.153 1.354
C 0.736 0.233 0.590
H 0.526 -0.577 -0.092
H -0.888 1.464 0.430
O -0.603 3.653 0.830
C -1.713 3.165 0.135
O -2.527 3.910 -0.329
O -1.700 1.885 0.064
Cu -4.140 4.580 -1.353
C -0.430 5.018 1.079
C 0.342 5.297 0.026
O -1.047 5.761 1.902
H 1.274 5.472 -0.515
H -1.614 5.287 2.538

Energy relative to the best compared isomer or geometry (same formula, charge and spin) = 20.4 kcal per mole
<S²> = 0.77
HOMO-LUMO gap (spin up / spin down) = 7.1 / 6.7 eV
Energy = -2133.32941 a.u.
2S+1 = 2
Charge = +2
Molecular weight = 191.6 u

(7)
DFT (wB97M-V/def2-TZVPD) results for a structure of composition C6H16INO3S3 in a non-equilibrium geometry.

Element x y z (Å)
N -3.316 -0.442 -1.323
C -1.841 0.005 -1.235
C -0.978 -1.152 -2.010
S 0.839 -0.654 -2.330
S 0.977 1.472 -2.358
C 1.807 -1.406 -0.917
C 2.057 -0.431 0.372
C 0.878 -0.747 1.475
C 0.649 0.427 2.595
S 0.472 2.161 1.910
O -0.329 2.271 0.591
O 1.880 2.785 1.693
O -0.348 3.189 3.047
H -3.271 -1.465 -1.125
H -3.652 -0.237 -2.297
H -1.812 1.067 -1.724
H -1.620 0.107 -0.087
H -1.066 -2.227 -1.542
H -1.448 -1.241 -3.104
H -0.212 2.055 -2.826
H 2.810 -1.830 -1.346
H 1.179 -2.338 -0.515
H 2.216 0.701 0.129
H 3.075 -0.800 0.876
H 1.249 -1.710 2.076
H -0.086 -1.086 0.902
H -0.366 0.171 3.167
H 1.507 0.465 3.410
H 0.139 4.078 2.937
I -1.390 -3.187 -0.440

HOMO-LUMO gap = 5.9 eV
Energy = -2010.61278 a.u.
Molecular weight = 373.3 u

(8)
DFT (wB97M-V/def2-TZVPD) results for an isolated molecule of C5H7ClO in a non-equilibrium geometry.

Element x y z (Å)
C 1.364 0.934 -1.545
O 0.586 -0.179 -1.164
C 0.290 -0.252 0.180
C -0.232 -1.568 0.690
C -1.376 -1.111 1.192
C -1.254 0.291 0.688
Cl -1.317 1.592 1.873
H 1.504 0.852 -2.621
H 2.340 0.923 -1.045
H 0.861 1.878 -1.312
H 1.059 0.197 0.815
H 0.210 -2.543 0.625
H -2.152 -1.562 1.781
H -1.883 0.548 -0.158

SMILES = CO[C@@H]1C=C[C@H]1Cl
Energy relative to the best compared isomer or geometry (same formula, charge and spin) = 37.8 kcal per mole
HOMO-LUMO gap = 10.5 eV
Energy = -730.07354 a.u.
Molecular weight = 118.6 u

Q: Which value of energy does entry 2 give?
A: -2441.80061 a.u.

What did the eighth record say?
DFT (wB97M-V/def2-TZVPD) results for an isolated molecule of C5H7ClO in a non-equilibrium geometry.

Element x y z (Å)
C 1.364 0.934 -1.545
O 0.586 -0.179 -1.164
C 0.290 -0.252 0.180
C -0.232 -1.568 0.690
C -1.376 -1.111 1.192
C -1.254 0.291 0.688
Cl -1.317 1.592 1.873
H 1.504 0.852 -2.621
H 2.340 0.923 -1.045
H 0.861 1.878 -1.312
H 1.059 0.197 0.815
H 0.210 -2.543 0.625
H -2.152 -1.562 1.781
H -1.883 0.548 -0.158

SMILES = CO[C@@H]1C=C[C@H]1Cl
Energy relative to the best compared isomer or geometry (same formula, charge and spin) = 37.8 kcal per mole
HOMO-LUMO gap = 10.5 eV
Energy = -730.07354 a.u.
Molecular weight = 118.6 u